A molecular structure, C31H56N3O2P2V in a non-equilibrium geometry, computed with ωB97M-V with the def2-TZVPD basis set.

The geometry in XYZ format:
```
95
Properties=species:S:1:pos:R:3:forces:R:3
C 2.381665 -1.220362 -1.590542 -0.097 0.583 -0.174
C 1.363302 0.615858 -2.672452 0.002 0.054 0.571
C 3.349508 -1.275652 -2.590888 -0.135 -0.343 0.217
C 2.269922 0.565137 -3.722156 0.028 -0.103 0.021
C 3.267034 -0.412913 -3.679759 -0.076 0.244 0.187
H 4.122610 -2.031000 -2.492541 -0.052 0.084 -0.306
H 2.191245 1.285398 -4.537706 0.040 -0.325 0.160
H 3.975242 -0.500874 -4.498598 -0.031 0.058 0.162
N 1.451964 -0.249201 -1.632170 0.055 -0.252 -0.643
P 0.542410 -2.419403 0.139366 -0.111 -0.269 -0.422
P -0.040401 2.306134 -0.820803 -0.033 -0.432 -0.718
C 2.278238 -2.222683 -0.455432 0.517 -0.256 -0.152
H 2.678531 -3.197174 -0.771777 0.040 0.283 -0.019
H 2.892510 -1.890095 0.395767 -0.210 0.004 -0.225
C -1.307439 -0.145240 1.103923 -4.770 0.122 4.832
O -2.007357 -0.107997 2.051578 1.884 -0.079 -2.040
C 0.156677 1.523984 -2.599576 -0.217 0.757 -0.041
H 0.212633 2.359250 -3.306254 0.147 -0.424 -0.150
C -1.630745 3.341207 -0.900078 0.104 -0.190 -0.213
C 1.449281 3.451481 -0.561516 -0.325 -0.047 -0.148
C -0.335310 -3.511219 -1.138420 0.283 -0.349 0.457
C 0.712750 -3.255060 1.823901 -0.097 -0.131 -0.277
C -2.777760 2.493982 -0.315368 -0.143 0.012 -0.044
H -2.699856 2.395326 0.776167 0.036 0.028 -0.242
H -3.727305 3.006425 -0.540260 0.225 -0.142 0.115
H -2.821356 1.487243 -0.752572 0.006 0.290 0.098
C -1.525169 4.637189 -0.085963 -0.094 0.119 0.030
H -1.317329 4.448872 0.973648 0.005 0.035 -0.221
H -0.774417 5.325812 -0.489195 -0.191 -0.167 0.114
H -2.497868 5.150055 -0.137730 0.211 -0.163 -0.001
C -1.975601 3.690995 -2.354093 -0.282 0.183 -0.153
H -2.764909 4.461227 -2.344358 0.167 -0.274 -0.061
H -1.127805 4.112931 -2.908938 -0.268 -0.098 0.113
H -2.366540 2.817007 -2.896694 0.190 0.364 0.210
C 1.367610 4.061603 0.860922 0.000 0.059 0.213
H 0.798479 3.426711 1.553443 0.204 0.346 -0.291
H 2.379416 4.162694 1.282534 -0.197 -0.040 -0.158
H 0.925501 5.066632 0.865304 0.091 -0.397 -0.030
C 2.730524 2.605410 -0.652639 0.125 -0.204 0.048
H 2.664435 1.699562 -0.036496 0.046 0.197 -0.198
H 2.952764 2.317481 -1.687352 -0.013 0.045 0.266
H 3.577941 3.198890 -0.275137 -0.232 -0.062 -0.209
C 1.477212 4.548770 -1.646115 0.422 0.317 -0.230
H 0.789521 4.361224 -2.480643 0.205 0.122 0.252
H 1.258361 5.538412 -1.220873 -0.039 -0.299 -0.237
H 2.484024 4.611354 -2.086718 -0.255 0.033 0.127
C -0.706085 -3.469703 2.370400 -0.105 -0.123 0.147
H -0.635473 -3.968870 3.347948 -0.044 0.106 -0.204
H -1.229908 -2.515717 2.516173 0.128 -0.248 -0.018
H -1.322359 -4.100268 1.717246 0.182 0.101 0.139
C 1.475888 -2.345582 2.798223 0.002 0.209 0.137
H 2.465151 -2.055548 2.425235 -0.181 -0.063 0.081
H 0.916429 -1.436141 3.037719 0.054 -0.142 -0.124
H 1.628192 -2.896209 3.739580 -0.097 0.108 -0.280
C 1.485090 -4.584256 1.739453 0.109 -0.281 0.234
H 2.321272 -4.540870 1.029688 -0.179 -0.074 0.166
H 1.918034 -4.801460 2.726542 -0.100 0.053 -0.216
H 0.844008 -5.436395 1.490384 0.234 0.300 -0.029
C 0.152759 -3.171797 -2.553428 0.066 0.377 -0.067
H 1.208336 -3.437758 -2.701405 -0.225 -0.044 0.030
H -0.443172 -3.737768 -3.286758 0.138 0.109 0.269
H 0.030654 -2.107232 -2.784197 -0.015 -0.293 0.056
C -1.851175 -3.231547 -0.996153 -0.319 -0.146 -0.058
H -2.206018 -2.542056 -1.774143 0.169 -0.166 0.292
H -2.401988 -4.182349 -1.081800 0.116 0.313 0.009
H -2.124340 -2.771259 -0.031792 0.091 -0.228 -0.316
C -0.037454 -4.998356 -0.915555 -0.160 -0.280 -0.187
H 1.043149 -5.199684 -0.906655 -0.297 -0.019 0.057
H -0.500836 -5.387827 -0.001367 0.175 0.107 -0.236
H -0.468094 -5.562903 -1.757060 0.100 0.115 0.196
V -0.208183 -0.156717 -0.332055 3.932 1.015 0.354
N -1.343372 -0.200068 -1.827260 -1.343 0.054 -1.777
C -1.101350 0.554949 -2.811153 0.508 0.266 0.565
C -1.836275 0.467777 -4.189391 0.236 0.035 0.859
C -1.313478 1.503572 -5.180620 -0.134 0.055 -0.159
C -1.492132 -0.925064 -4.725124 -0.026 -0.315 -0.118
C -3.359505 0.596803 -3.934429 -0.201 -0.077 -0.053
H -1.483003 2.531962 -4.833658 0.132 -0.241 -0.162
H -0.240618 1.334323 -5.353797 -0.247 0.207 -0.059
H -1.836790 1.385176 -6.140891 0.179 0.039 0.236
H -1.835927 -1.707691 -4.032030 0.144 0.315 -0.210
H -1.958671 -1.109238 -5.701527 0.029 0.139 0.146
H -0.403032 -1.010437 -4.854931 -0.209 -0.119 0.016
H -3.833000 1.280427 -4.652224 0.146 -0.134 0.130
H -3.846086 -0.382046 -4.046693 0.085 0.275 0.092
H -3.583657 0.955007 -2.917653 0.080 -0.138 -0.386
C 2.925512 1.163484 3.344333 0.225 0.166 0.098
C 1.652337 1.087942 2.557679 -0.707 -0.232 -0.814
N 0.586551 1.796265 3.048377 0.186 -0.923 0.350
O 1.583655 0.434222 1.500118 -0.199 0.430 0.749
H 2.792440 1.769464 4.254850 0.277 -0.276 -0.362
H 3.718627 1.585381 2.707681 -0.255 -0.092 0.259
H 3.230693 0.139810 3.611652 -0.139 0.355 -0.040
H -0.351025 1.477572 2.796274 0.456 0.338 -0.013
H 0.691189 2.219394 3.966449 -0.167 -0.223 -0.368
```
Forces are in eV/Å.

Kohn-Sham gap (alpha / beta) ... 0.2591 / 0.2787 hartree
2S+1 ... 4
<S²> ... 3.775
Energy above the lowest of the compared OMol25 structures with the same formula, charge and spin ... 0.00 kcal/mol
HOMO (alpha / beta) ... -9.46 / -10.49 eV
Net charge ... +1